Record 1
# C25H43As2OPTeTi

C25H43As2OPTeTi as an isolated structure (ωB97M-V with the def2-TZVPD basis set, the OMol25 dataset).

```
74
Properties=species:S:1:pos:R:3:forces:R:3:mulliken_spin:R:1
Ti 0.73486 0.06676 0.63497 -0.180 0.101 -0.011 1.01
C -0.15008 4.09304 2.81608 -0.036 -0.020 -0.002 0.00
As 0.16960 3.40149 1.02037 0.010 -0.044 -0.011 0.00
C -0.74654 4.81665 0.02420 0.021 0.017 0.042 0.00
C -1.23985 2.02824 0.89726 0.043 0.005 0.020 0.07
C -2.17304 1.79552 1.91299 0.026 0.008 -0.035 0.00
C -3.12150 0.79354 1.79454 -0.005 0.019 0.030 0.01
C -3.12870 -0.02997 0.67584 -0.009 -0.022 -0.020 0.01
C -2.21611 0.17635 -0.34620 0.006 -0.011 -0.021 0.00
C -1.29380 1.22591 -0.25884 0.023 0.014 0.033 -0.06
As 0.23953 -2.23503 -0.42186 0.078 -0.009 -0.032 -0.05
C -0.63561 -3.56587 0.74167 0.007 0.014 0.032 0.03
C 2.00356 -3.12001 -0.52284 -0.038 0.010 0.001 0.01
H -1.18193 4.41754 2.94458 0.004 0.017 -0.001 0.00
H 0.50747 4.95079 2.95047 -0.002 0.006 -0.005 0.00
H 0.10378 3.35019 3.56898 0.013 -0.007 -0.002 0.00
H -1.73215 4.99702 0.44977 -0.007 -0.005 -0.008 0.00
H -0.83633 4.54073 -1.02377 -0.007 -0.006 -0.003 0.00
H -0.14411 5.72109 0.09903 -0.009 0.004 -0.016 0.00
H -2.16355 2.41822 2.79840 -0.017 -0.006 0.012 0.00
H -3.85185 0.64541 2.57994 0.004 0.005 0.003 0.00
H -3.85218 -0.83042 0.59087 0.001 0.000 0.000 0.00
H -2.22126 -0.46248 -1.22157 -0.002 0.000 0.000 0.00
H -0.66263 -4.50579 0.19162 -0.016 -0.011 0.011 0.00
H -1.66401 -3.26501 0.94220 -0.007 -0.001 -0.020 0.00
H -0.12152 -3.73797 1.68777 0.019 -0.007 -0.017 0.00
H 1.88168 -4.09264 -0.99856 -0.003 0.001 0.001 0.00
H 2.44581 -3.26060 0.46309 0.011 -0.001 -0.006 0.00
H 2.68346 -2.52319 -1.12860 -0.001 0.001 -0.001 0.00
C -2.60948 -2.18365 -6.24919 0.006 0.008 -0.006 0.00
C -1.97176 -1.28510 -5.22785 -0.005 0.000 0.001 0.00
C -2.65930 -0.20625 -4.69015 -0.010 0.004 -0.001 0.00
C -2.08560 0.63457 -3.74186 0.004 0.009 0.005 0.00
C -2.87359 1.82053 -3.25231 -0.001 -0.015 0.006 0.00
C -0.78746 0.34095 -3.30688 0.035 -0.011 0.013 0.01
Te 0.10551 1.56283 -1.84253 0.025 0.004 -0.015 -0.01
C -0.04057 -0.70231 -3.87121 -0.033 -0.004 -0.041 0.00
C 1.41146 -0.94074 -3.56347 -0.010 -0.011 0.006 -0.01
C -0.66092 -1.50248 -4.82051 0.006 0.000 0.001 0.00
H -3.63645 -1.88716 -6.45455 0.001 0.001 0.002 0.00
H -2.61488 -3.21844 -5.90448 0.001 0.000 0.004 0.00
H -2.05348 -2.15575 -7.18736 -0.003 -0.004 0.000 0.00
H -3.66859 0.00126 -5.02682 0.001 -0.002 -0.002 0.00
H -3.76084 1.96052 -3.86652 -0.003 -0.001 0.003 0.00
H -2.28346 2.73755 -3.30197 0.006 -0.001 -0.004 0.00
H -3.20370 1.69967 -2.21872 -0.006 0.005 0.001 0.00
H 1.62475 -0.85228 -2.49916 0.011 0.000 0.007 0.02
H 2.03977 -0.21855 -4.09173 -0.007 0.006 0.003 0.00
H 1.70898 -1.93681 -3.88614 0.008 0.001 0.004 0.00
H -0.09869 -2.31883 -5.26009 0.001 0.000 0.002 0.00
C 4.08253 1.24202 2.39297 0.024 0.025 -0.007 0.00
C 3.84191 0.57319 1.05231 -0.029 0.123 -0.030 0.00
C 4.59215 -0.73472 0.90060 0.008 -0.009 -0.009 0.00
O 2.44735 0.35564 0.88628 0.064 -0.206 0.085 -0.02
H 5.13656 1.49948 2.49983 -0.004 0.003 0.012 0.00
H 3.81361 0.57510 3.21534 -0.003 -0.011 -0.016 0.00
H 3.49538 2.15797 2.47219 -0.001 0.000 0.004 0.00
H 4.14657 1.25817 0.25496 -0.007 0.005 -0.007 0.00
H 4.29089 -1.44654 1.67113 -0.008 0.004 0.007 0.00
H 5.66447 -0.56102 0.99514 0.002 -0.005 0.000 0.00
H 4.40049 -1.18133 -0.07391 -0.005 0.003 -0.004 0.00
C 1.64830 -1.92135 3.44070 0.001 -0.028 0.001 0.02
P 0.33715 -0.71819 3.06252 0.039 -0.011 -0.004 -0.03
C 0.57638 0.54541 4.35639 -0.004 0.003 -0.017 0.01
C -1.17216 -1.55797 3.63268 -0.016 0.033 -0.006 0.01
H 1.54178 -2.29787 4.45920 0.008 -0.001 0.000 0.00
H 2.62024 -1.44179 3.33355 -0.004 0.008 0.000 0.00
H 1.60192 -2.75360 2.73904 -0.009 0.006 0.000 -0.01
H 0.66647 0.08101 5.33942 -0.007 0.003 0.004 0.00
H -0.28009 1.22012 4.36448 -0.005 0.003 0.011 0.00
H 1.47718 1.12467 4.15141 0.003 -0.006 -0.003 -0.01
H -1.03388 -1.90506 4.65776 0.004 0.000 0.001 0.00
H -1.39869 -2.40773 2.99310 0.000 0.010 0.011 0.00
H -2.01123 -0.86469 3.60399 -0.003 -0.011 0.003 0.00
```
Positions in Å, forces in eV/Å.

Its spin multiplicity is 2. The expectation value of S² is 0.76. As for the LUMO energy (spin up / spin down): -2.91 / -2.84 eV. The highest occupied orbital energy (spin up / spin down) is -9.510 / -9.519 eV. The charge is +1. The HOMO-LUMO gap (spin up / spin down) comes out at 0.242 / 0.246 Ha. The value obtained for the calculated total energy is -190039.981 eV.

***

Record 2
# C25H43F3O3P2PdS

C25H43F3O3P2PdS as an isolated structure at a distorted geometry (ωB97M-V with the def2-TZVPD basis set, the OMol25 dataset).

```
78
Properties=species:S:1:pos:R:3:forces:R:3:mulliken_spin:R:1
Pd -1.21204 2.26008 -1.15034 -0.510 -0.592 -0.971 0.54
C 0.48148 0.17361 1.72078 2.094 -0.240 -0.607 0.26
C 1.53363 0.74615 0.89645 -0.764 -1.724 1.396 0.27
C -0.37208 2.06486 0.66068 1.164 -1.166 0.649 0.61
C -0.68090 0.91309 1.56684 0.014 2.112 -0.735 0.08
C 1.06106 1.89224 0.27582 -2.205 0.695 0.668 0.12
C 0.65023 -0.97360 2.66676 0.040 -0.220 0.035 0.01
H 1.56718 -1.54258 2.45472 -0.334 0.188 0.136 0.00
H -0.20593 -1.65786 2.60470 0.347 0.241 0.078 -0.01
H 0.70035 -0.62677 3.71529 0.035 -0.028 -0.419 0.01
C -1.96126 0.78453 2.29310 -0.448 -0.290 -0.127 -0.06
H -2.16166 -0.26840 2.53044 0.101 0.491 0.235 0.00
H -2.76148 1.11539 1.62066 -0.029 0.047 0.256 0.01
H -2.02235 1.39903 3.21989 0.238 -0.366 -0.515 0.03
C -0.91273 3.43421 0.93944 0.117 0.201 0.406 0.06
H -0.08639 4.05802 1.30492 -0.413 0.237 -0.215 0.01
H -1.69410 3.38444 1.69648 -0.040 0.201 -0.142 0.00
H -1.34768 3.92131 0.02185 0.084 0.289 0.393 0.02
C 1.81742 2.91806 -0.45852 0.578 -0.051 -0.255 -0.04
H 2.29909 3.60777 0.26423 -0.121 -0.221 -0.341 0.03
H 1.16119 3.49812 -1.11508 0.190 0.056 0.140 0.00
H 2.60808 2.44848 -1.06515 -0.155 0.300 0.216 0.00
C 2.93707 0.27002 0.83901 0.079 -0.077 0.019 0.01
H 3.53993 0.93081 1.46802 0.180 -0.091 -0.018 0.02
H 3.33886 0.31845 -0.17589 -0.024 -0.007 0.076 0.00
H 3.04689 -0.75004 1.21543 0.024 0.222 -0.071 0.00
C -0.71606 -2.47810 -1.42703 -0.790 0.810 0.411 0.00
C 0.30457 -2.57301 -0.57625 -0.095 -0.607 -0.080 0.02
C 1.71744 -2.95549 -0.90618 0.338 0.695 -0.399 0.00
C 2.07534 -2.63806 -2.39216 0.661 -0.556 0.352 0.00
C 2.12553 -1.16603 -2.61775 0.277 0.291 -0.515 0.01
C 1.13552 -0.35985 -2.99660 -0.060 0.798 0.184 0.00
C -0.30411 -0.69412 -3.25918 -0.231 -0.060 -0.098 0.01
C -0.75619 -2.11807 -2.89078 -0.864 -0.868 -0.562 -0.03
H 1.92394 -4.02781 -0.71549 -0.421 0.493 0.051 0.00
H 1.36558 -3.10724 -3.08301 0.604 -0.126 0.500 0.00
H 2.35531 -2.38959 -0.20606 0.218 -0.254 -0.441 0.00
H -0.25629 -2.90129 -3.48209 -0.434 0.556 -0.136 0.00
H -1.73485 -2.55108 -1.01207 0.640 0.592 0.057 0.00
H 0.06182 -2.41344 0.47503 0.099 -0.798 -0.161 -0.01
H -1.83187 -2.16839 -3.13864 0.438 -0.091 -0.183 0.00
H -0.95094 0.03687 -2.71180 0.298 -0.350 -0.147 0.03
H 1.34561 0.72119 -3.06039 0.087 -0.493 -0.145 0.01
H -0.56834 -0.48286 -4.35297 0.403 -0.181 1.170 0.04
H 3.08497 -3.04230 -2.61494 -0.617 0.079 0.127 0.00
H 3.13119 -0.74754 -2.51168 -0.376 0.183 0.155 0.00
P -0.92000 -0.82299 -6.51478 -0.381 -1.744 -2.218 0.36
P -0.89682 1.97350 -7.51109 0.400 -0.260 -3.231 0.30
C -1.07398 -0.67500 -8.36976 0.295 0.643 -0.139 0.02
C -1.54265 0.72512 -8.74776 -0.545 -0.356 0.569 0.01
H -1.77317 -1.44362 -8.72381 0.214 0.076 0.180 0.01
H -0.09250 -0.88589 -8.81201 -0.148 0.058 0.169 0.00
H -1.21185 1.00690 -9.76028 -0.157 0.041 0.431 0.00
H -2.63892 0.78292 -8.71626 0.175 -0.024 -0.094 0.00
C -1.60356 3.41758 -8.43521 -0.458 0.645 0.960 0.06
H -1.21498 4.35297 -8.00732 -0.188 -0.195 -0.235 0.00
H -2.69684 3.40931 -8.31624 0.310 0.118 -0.079 0.00
H -1.35628 3.37163 -9.50982 0.066 -0.199 0.544 0.02
C 0.79207 2.06814 -8.27736 0.511 0.029 0.897 0.02
H 0.73277 2.06319 -9.37822 -0.192 0.031 0.489 0.01
H 1.41085 1.22376 -7.94518 -0.050 0.229 -0.122 0.00
H 1.28181 2.99603 -7.94852 -0.031 -0.302 -0.120 0.00
C -2.51084 -1.67346 -6.21867 -0.397 0.495 0.891 0.04
H -2.57087 -2.01066 -5.17674 -0.089 0.023 -0.272 -0.01
H -2.61182 -2.53668 -6.89099 0.211 0.292 0.159 0.01
H -3.33358 -0.96982 -6.40099 0.115 -0.221 0.043 0.00
C 0.24512 -2.24601 -6.50435 0.710 0.331 0.747 0.07
H 1.15518 -1.96606 -7.05572 -0.280 -0.105 0.191 0.00
H -0.21979 -3.11800 -6.98825 -0.008 0.367 0.132 0.02
H 0.54102 -2.50283 -5.47630 -0.089 -0.034 -0.379 -0.02
F -2.52272 -2.60246 4.25685 0.084 -1.146 -1.125 0.00
C -2.38144 -3.68563 3.43881 0.456 -0.414 1.056 -0.01
F -1.06230 -4.03958 3.43114 -1.499 0.396 -0.097 0.00
F -3.11630 -4.70763 3.92441 0.811 1.216 -0.693 0.00
S -2.90495 -3.24263 1.68715 0.983 -0.475 2.503 -0.13
O -2.66216 -4.46956 0.92685 -0.535 1.166 -0.083 0.42
O -4.29235 -2.84520 1.87024 0.538 -0.166 -1.004 0.39
O -1.98378 -2.14723 1.37897 -1.250 -0.834 -0.501 0.34
```
Positions in Å, forces in eV/Å.

Its spin multiplicity is 5. The expectation value of S² is 6.04. As for the LUMO energy (spin up / spin down): -5.71 / -9.67 eV. The highest occupied orbital energy (spin up / spin down) is -12.818 / -13.637 eV. The charge is +2. The HOMO-LUMO gap (spin up / spin down) comes out at 0.261 / 0.146 Ha. The value obtained for the calculated total energy is -73787.139 eV.